Formula: C93H206N17O13
Source: OMol25
Level of theory: the ωB97M-V functional and the def2-TZVPD basis

Structure (XYZ):
```
329
Properties=species:S:1:pos:R:3:forces:R:3
C -13.169 -36.827 11.079 -1.545 0.522 -0.856
C -12.866 -36.446 9.591 -0.210 -0.100 0.698
C -13.522 -35.178 9.016 1.406 -0.533 0.466
N -12.905 -34.894 7.609 -0.353 0.930 -0.154
C -12.876 -36.136 6.643 -0.513 0.546 -0.626
C -12.590 -35.766 5.132 -0.010 -0.144 1.979
C -13.445 -34.594 4.670 0.050 -1.499 -1.029
C -13.379 -33.373 5.510 0.157 0.190 1.046
C -13.696 -33.652 7.000 0.568 -1.426 -0.135
C -11.480 -34.406 7.823 -0.374 -0.291 -0.934
H -12.722 -37.782 11.357 0.066 0.195 -0.182
H -14.254 -36.933 11.086 -0.167 -0.519 0.331
H -13.016 -36.091 11.868 0.696 0.218 -0.363
H -13.254 -37.253 8.970 0.575 -0.393 0.160
H -11.785 -36.316 9.533 -0.009 -0.311 -0.418
H -13.163 -34.381 9.668 -0.360 0.498 -0.301
H -14.611 -35.186 8.977 0.098 -0.177 -0.265
H -13.836 -36.648 6.697 -0.367 0.483 0.146
H -12.202 -36.904 7.023 0.423 0.573 0.126
H -12.791 -36.674 4.563 -0.088 0.061 -0.008
H -11.527 -35.567 4.998 0.037 0.152 0.008
H -14.488 -34.897 4.575 -0.184 -0.277 0.138
H -13.126 -34.401 3.646 -0.037 0.385 -0.114
H -14.160 -32.725 5.113 0.115 0.560 0.259
H -12.402 -32.902 5.404 -0.041 0.228 0.075
H -14.753 -33.880 7.136 0.000 -0.207 -0.064
H -13.465 -32.798 7.638 0.169 -0.146 0.063
H -10.826 -35.231 8.102 -0.182 0.172 0.088
H -11.473 -33.601 8.559 0.016 -0.182 -0.054
H -11.180 -34.043 6.840 0.373 0.102 0.256
C -21.978 -33.811 4.694 0.547 -1.137 -0.575
C -21.155 -32.769 5.399 -0.320 1.162 0.645
C -19.613 -32.976 5.493 -1.569 0.982 0.218
N -18.888 -31.658 6.046 0.282 -1.266 -1.869
C -19.177 -31.426 7.577 1.092 0.916 -2.112
C -18.339 -30.222 7.992 -1.996 0.818 -0.212
C -16.878 -30.400 7.835 0.683 -0.707 -0.197
C -16.533 -30.768 6.361 -0.258 0.150 0.383
C -17.417 -31.943 5.850 0.681 0.533 0.699
C -19.289 -30.437 5.111 -0.047 -0.851 1.130
H -22.223 -34.659 5.334 0.400 -0.260 -0.302
H -21.372 -34.055 3.822 -0.166 -0.929 -0.180
H -22.936 -33.512 4.267 0.050 0.672 0.420
H -21.592 -32.634 6.389 0.236 0.223 0.166
H -21.386 -31.874 4.821 0.410 0.458 0.250
H -19.222 -33.182 4.497 0.237 0.299 -0.003
H -19.387 -33.839 6.119 0.273 0.342 0.346
H -18.723 -32.289 8.063 -1.019 -0.392 0.092
H -20.250 -31.242 7.531 0.112 -0.421 1.038
H -18.696 -29.872 8.960 0.387 -0.353 0.343
H -18.615 -29.377 7.362 -0.224 0.175 -0.186
H -16.505 -31.189 8.488 0.041 -0.129 0.155
H -16.404 -29.474 8.160 0.284 -0.078 -0.275
H -15.476 -31.033 6.338 -0.069 -0.256 -0.299
H -16.639 -29.856 5.773 -0.016 -0.089 -0.259
H -17.096 -32.815 6.419 -0.631 -0.123 0.503
H -17.302 -32.327 4.836 0.248 0.816 -0.331
H -19.614 -30.737 4.115 -0.182 -0.712 0.361
H -18.468 -29.751 4.899 0.072 -0.183 0.789
H -20.103 -29.953 5.650 0.100 0.215 -0.324
C -24.593 -28.678 5.394 -0.072 -0.382 1.084
C -24.755 -29.109 3.960 -0.616 1.105 -0.984
C -23.493 -28.932 3.103 -0.922 1.006 -0.636
N -23.680 -29.282 1.604 0.944 -1.511 -0.292
C -22.520 -28.647 0.792 -1.261 -1.543 -1.771
C -22.469 -29.247 -0.725 1.092 -1.041 1.747
C -22.315 -30.862 -0.758 -1.501 3.440 0.882
C -23.561 -31.373 0.025 1.837 0.349 0.268
C -23.670 -30.824 1.508 -0.457 -0.400 -1.993
C -24.995 -28.764 1.018 -0.099 -0.745 0.972
H -25.564 -28.713 5.888 -0.148 0.309 -0.192
H -24.179 -27.682 5.550 -0.056 0.025 -0.278
H -24.036 -29.375 6.020 0.469 -0.159 -0.242
H -25.517 -28.462 3.526 0.010 0.324 0.091
H -25.268 -30.068 3.884 0.676 -0.487 0.065
H -22.654 -29.399 3.620 0.273 -0.673 -0.841
H -23.183 -27.904 2.915 -0.397 0.480 1.149
H -21.607 -28.802 1.367 0.018 -0.087 -0.158
H -22.754 -27.589 0.678 0.109 -0.004 0.372
H -21.573 -28.798 -1.154 -0.161 0.231 -0.240
H -23.350 -28.918 -1.276 0.137 -0.008 0.006
H -21.361 -31.086 -0.282 -0.026 -0.380 0.096
H -22.332 -31.212 -1.790 0.061 -0.017 0.076
H -23.326 -32.436 -0.012 -1.208 -0.315 0.702
H -24.451 -31.099 -0.542 -0.017 -0.434 0.051
H -22.902 -31.278 2.134 0.210 0.533 0.034
H -24.635 -31.162 1.886 0.080 0.147 0.183
H -25.785 -29.204 1.627 -0.022 0.178 -0.109
H -25.138 -29.155 0.011 0.335 0.358 0.095
H -25.056 -27.678 1.088 0.207 -0.109 -0.126
C -25.986 -28.228 -4.284 -0.628 -0.443 -0.503
C -24.876 -29.246 -4.634 0.536 -0.007 -0.032
C -25.210 -30.255 -5.734 -0.789 -0.848 0.788
N -24.438 -31.643 -5.584 1.442 2.038 -1.777
C -24.646 -32.468 -6.857 -0.123 0.420 -0.293
C -24.086 -31.810 -8.150 -0.083 -0.166 1.007
C -22.594 -31.422 -8.029 -0.133 0.012 -0.680
C -22.258 -30.726 -6.749 -1.024 1.550 -0.220
C -22.902 -31.286 -5.550 -0.565 -2.111 1.766
C -24.894 -32.473 -4.407 1.139 1.141 -0.228
H -26.503 -28.463 -3.353 0.272 -0.082 0.154
H -26.790 -28.296 -5.017 0.024 0.169 -0.215
H -25.688 -27.180 -4.260 0.314 -0.229 -0.014
H -24.588 -29.803 -3.743 0.101 0.040 0.222
H -23.986 -28.744 -5.013 0.105 0.311 0.424
H -25.031 -29.787 -6.702 0.231 -0.562 -0.014
H -26.266 -30.522 -5.689 -0.022 -0.177 -0.104
H -25.724 -32.622 -6.823 -0.037 -0.101 -0.699
H -24.173 -33.444 -6.749 0.112 0.053 0.478
H -24.697 -30.937 -8.376 0.176 -0.009 -0.263
H -24.212 -32.525 -8.964 -0.153 0.048 0.047
H -22.372 -30.749 -8.857 0.065 -0.059 -0.086
H -21.883 -32.243 -8.118 -0.422 -0.580 -0.219
H -22.587 -29.687 -6.755 0.395 0.314 -0.521
H -21.195 -30.755 -6.511 0.105 0.238 -0.198
H -22.649 -30.627 -4.720 -0.616 -0.126 0.286
H -22.396 -32.236 -5.379 -0.320 -0.428 0.424
H -24.565 -33.493 -4.605 -0.317 0.052 0.185
H -25.963 -32.360 -4.228 0.088 -0.174 -0.307
H -24.334 -32.054 -3.571 -0.222 -0.275 0.292
C -13.399 -30.692 -10.469 -0.674 0.322 -0.191
C -14.702 -29.881 -10.220 1.035 -0.141 0.379
N -15.694 -30.710 -9.489 -0.359 0.883 -1.697
C -15.595 -31.047 -8.162 -0.795 -0.664 -0.784
C -16.704 -31.779 -7.887 -0.900 0.564 -0.771
N -17.508 -31.769 -9.057 0.994 0.159 0.271
C -16.863 -31.154 -10.050 2.218 -0.122 2.557
C -18.825 -32.318 -9.184 -0.964 -1.740 0.586
H -12.622 -30.029 -10.849 -0.124 -0.114 -0.256
H -13.581 -31.523 -11.152 0.077 0.198 -0.277
H -12.990 -31.145 -9.566 -0.231 0.214 0.342
H -15.181 -29.417 -11.082 0.074 -0.673 -0.351
H -14.478 -28.996 -9.625 -0.003 -0.190 0.445
H -14.758 -30.807 -7.523 0.133 0.087 -0.257
H -16.989 -32.243 -6.954 -0.393 -0.129 -0.395
H -17.089 -31.208 -11.104 -0.231 0.523 0.055
H -18.785 -33.341 -9.558 0.219 -0.046 -0.075
H -19.526 -31.800 -9.839 0.431 0.595 0.254
H -19.181 -32.447 -8.162 -0.402 0.225 -0.225
C -13.668 -28.140 4.449 0.317 0.736 0.421
C -12.939 -27.295 5.539 -0.813 -0.699 -0.078
N -13.228 -27.843 6.911 0.701 2.428 1.052
C -13.359 -29.132 7.298 -0.657 -0.940 0.056
C -13.494 -29.165 8.658 0.272 -0.645 -0.010
N -13.321 -27.914 9.126 -0.725 2.358 -2.709
C -13.203 -27.058 8.044 0.205 -2.785 0.177
C -13.433 -27.374 10.460 0.440 0.253 1.479
H -13.169 -29.101 4.325 -0.189 -0.018 -0.086
H -13.671 -27.608 3.498 0.567 0.040 -0.003
H -14.734 -28.256 4.644 0.014 -0.233 0.503
H -13.278 -26.259 5.534 -0.057 -0.114 0.075
H -11.861 -27.284 5.377 -0.052 -0.149 0.080
H -13.447 -29.936 6.581 0.162 0.129 0.132
H -13.708 -29.973 9.342 0.198 -0.033 -0.156
H -13.033 -25.993 8.100 -0.049 -0.035 -0.035
H -14.296 -26.718 10.575 0.189 0.131 -0.315
H -12.487 -26.863 10.642 -0.261 0.276 0.291
H -13.536 -28.124 11.244 0.117 -0.356 -0.415
C -16.381 -31.927 0.673 0.114 0.503 -0.138
C -16.536 -30.990 -0.528 -0.304 0.229 0.783
N -16.607 -31.789 -1.715 0.764 -0.859 -2.188
C -17.744 -32.206 -2.416 1.733 -0.074 -1.162
C -17.235 -32.800 -3.551 -0.270 -1.176 -0.805
N -15.860 -32.868 -3.532 0.364 2.087 3.616
C -15.500 -32.197 -2.382 -1.093 -0.608 -1.146
C -14.848 -33.356 -4.480 -0.274 -0.168 -1.232
H -16.640 -31.395 1.589 -0.029 -0.188 0.083
H -15.372 -32.327 0.772 0.024 0.052 -0.077
H -17.058 -32.762 0.490 -0.071 -0.009 0.386
H -15.776 -30.227 -0.690 0.330 -0.247 0.304
H -17.458 -30.414 -0.446 -0.189 -0.187 -0.078
H -18.764 -31.989 -2.135 0.230 0.016 0.039
H -17.669 -33.276 -4.419 -0.706 0.072 0.175
H -14.472 -32.001 -2.111 0.076 0.012 0.029
H -14.539 -32.534 -5.126 0.184 0.199 0.164
H -15.259 -34.106 -5.155 -0.432 -0.059 0.272
H -13.965 -33.794 -4.014 -0.294 0.302 0.480
C -17.260 -29.448 -4.972 0.066 0.771 0.905
C -16.615 -28.188 -5.528 -1.096 0.725 -2.368
N -15.371 -27.736 -4.942 1.335 1.976 2.109
C -14.234 -28.484 -4.841 1.860 0.432 0.417
C -13.236 -27.735 -4.188 -1.878 -0.969 -0.464
N -13.826 -26.565 -3.829 -2.327 1.453 -1.178
C -15.133 -26.512 -4.324 2.087 -2.163 0.049
C -13.091 -25.381 -3.286 -0.336 -0.042 0.184
H -16.667 -30.323 -5.237 0.265 -0.069 0.591
H -18.273 -29.682 -5.298 0.056 0.651 -0.583
H -17.393 -29.206 -3.918 0.232 -0.843 0.462
H -17.229 -27.290 -5.590 -0.668 -0.234 0.614
H -16.463 -28.370 -6.592 0.590 0.018 -0.155
H -14.139 -29.429 -5.354 0.113 -0.097 0.259
H -12.205 -27.885 -3.905 -0.058 -0.407 -0.385
H -15.795 -25.665 -4.227 -0.138 -0.190 -0.080
H -12.534 -24.857 -4.062 -0.104 -0.228 -0.102
H -12.402 -25.689 -2.498 -0.028 -0.247 -0.190
H -13.795 -24.682 -2.836 -0.114 -0.115 -0.198
C -17.611 -27.472 1.841 0.201 1.561 -0.678
N -17.049 -26.347 0.949 1.933 -0.094 0.168
C -18.118 -25.300 0.557 1.328 -1.390 0.350
C -15.897 -25.639 1.788 -1.826 -0.640 -0.618
C -16.265 -27.014 -0.280 -2.451 0.478 1.399
C -17.256 -27.438 -1.402 0.907 1.367 -0.718
O -17.386 -26.306 -2.253 1.911 -0.677 1.951
H -17.858 -27.017 2.799 -0.367 0.021 -0.144
H -16.854 -28.227 2.054 0.044 0.026 -0.400
H -18.487 -27.861 1.322 0.093 -0.160 0.227
H -17.536 -24.613 -0.057 -0.632 0.433 0.205
H -18.478 -24.960 1.528 -0.119 0.570 -0.394
H -18.900 -25.782 -0.030 0.118 0.111 0.041
H -16.379 -25.245 2.683 0.224 -0.358 0.216
H -15.470 -24.768 1.291 -0.065 -0.365 -0.494
H -15.192 -26.457 1.939 0.172 0.466 0.365
H -15.743 -27.794 0.275 0.063 -0.350 -0.600
H -15.541 -26.283 -0.638 -0.299 0.018 -0.184
H -18.260 -27.788 -1.162 -0.050 -0.079 0.876
H -16.771 -28.294 -1.872 0.209 -0.203 -0.560
H -18.137 -26.392 -2.845 -1.687 -0.194 -1.507
C -17.562 -36.371 -0.912 0.055 0.513 -1.059
N -17.387 -37.485 -1.943 -1.837 0.701 1.196
C -16.807 -38.689 -1.259 -0.325 -0.216 0.522
C -18.818 -37.824 -2.396 0.825 -0.869 -0.997
C -16.480 -36.935 -3.010 0.040 -1.368 -0.770
C -16.217 -37.968 -4.181 -1.787 1.305 -1.604
O -17.426 -38.317 -5.003 2.236 -1.629 2.683
H -18.186 -36.609 -0.050 0.565 -0.724 0.016
H -18.118 -35.562 -1.386 -0.031 -0.066 -0.439
H -16.579 -35.947 -0.708 0.004 -0.383 0.562
H -17.470 -38.943 -0.431 -0.124 0.036 -0.089
H -15.841 -38.462 -0.808 0.131 0.061 -0.444
H -16.790 -39.559 -1.915 0.214 0.307 -0.150
H -19.430 -38.064 -1.526 0.111 0.323 -0.065
H -18.742 -38.699 -3.042 0.043 -0.152 0.222
H -19.208 -37.080 -3.091 0.073 0.448 0.466
H -15.589 -36.731 -2.416 0.512 -0.028 -0.570
H -16.893 -35.999 -3.384 -0.295 -0.132 -0.028
H -15.626 -38.806 -3.813 -0.735 -0.438 -0.172
H -15.613 -37.518 -4.969 0.679 0.553 0.689
H -17.833 -37.541 -5.396 -0.146 1.162 -0.164
C -9.908 -33.686 -1.387 -1.069 1.357 0.896
N -11.159 -33.115 -0.631 -2.095 0.410 0.331
C -12.392 -34.058 -0.921 1.727 0.987 0.201
C -11.021 -33.112 0.933 2.029 -0.612 -1.701
C -11.442 -31.614 -1.073 0.879 -1.176 -1.286
C -11.295 -31.316 -2.622 0.523 -0.354 0.743
O -12.233 -32.057 -3.322 -1.572 -1.705 1.355
H -9.153 -32.901 -1.360 0.184 -0.191 0.311
H -10.256 -33.732 -2.419 0.143 -0.705 0.185
H -9.613 -34.613 -0.896 -0.126 -0.192 -0.497
H -12.115 -35.068 -0.619 0.277 -0.220 -0.040
H -12.556 -34.051 -1.998 -0.249 0.191 0.247
H -13.183 -33.661 -0.284 -0.287 -0.006 -0.350
H -10.777 -34.154 1.137 -0.127 0.059 0.367
H -11.809 -32.736 1.586 -0.590 0.001 -0.928
H -10.131 -32.514 1.130 0.054 -0.083 0.103
H -10.694 -31.085 -0.482 -0.227 0.406 -0.234
H -12.465 -31.349 -0.806 0.031 -0.201 0.433
H -10.309 -31.583 -3.004 0.318 0.299 0.312
H -11.474 -30.269 -2.868 0.336 0.338 0.646
H -12.384 -31.707 -4.203 0.506 0.883 -1.500
C -11.814 -35.770 -5.765 0.258 -0.260 -2.369
N -10.891 -34.770 -6.470 -1.763 0.304 -0.277
C -10.034 -35.535 -7.512 -0.405 1.463 0.737
C -11.873 -33.807 -7.261 1.842 0.327 0.403
C -10.095 -34.118 -5.330 1.688 -0.327 0.441
C -8.742 -33.491 -5.721 -0.686 1.696 -0.905
O -9.003 -32.504 -6.685 0.353 -0.806 -1.931
H -12.325 -36.254 -6.597 -0.366 0.035 -0.088
H -12.584 -35.229 -5.214 0.582 -0.211 0.603
H -11.251 -36.612 -5.362 0.102 0.468 1.063
H -9.590 -34.808 -8.192 0.329 0.188 0.440
H -10.724 -36.084 -8.152 0.197 -0.615 0.549
H -9.285 -36.044 -6.906 -0.159 -0.539 -0.606
H -11.283 -33.004 -7.702 0.383 -0.182 0.126
H -12.562 -33.275 -6.605 -0.019 -0.510 0.279
H -12.339 -34.314 -8.106 -0.029 -0.508 0.423
H -9.838 -34.897 -4.612 -0.386 -0.556 -0.106
H -10.716 -33.407 -4.786 -0.280 0.135 -0.538
H -7.981 -34.162 -6.118 -0.450 -0.391 -0.224
H -8.180 -32.934 -4.971 -0.500 -0.649 1.250
H -9.585 -31.793 -6.407 -0.103 0.731 0.759
C -15.068 -37.939 -9.630 0.257 0.060 1.743
N -16.004 -36.870 -8.929 0.521 0.926 -2.214
C -17.368 -37.610 -8.682 0.951 0.701 -0.334
C -15.295 -36.256 -7.713 0.102 -2.413 0.225
C -16.272 -35.648 -9.990 -1.001 -1.858 2.150
C -15.099 -34.794 -10.261 0.544 -0.005 -1.648
O -14.182 -35.523 -11.097 0.427 0.567 1.547
H -14.998 -38.732 -8.885 -0.269 -0.269 -0.209
H -14.036 -37.624 -9.779 -0.344 0.742 0.065
H -15.418 -38.334 -10.584 -0.629 0.401 0.250
H -17.590 -38.105 -9.628 -0.023 0.100 0.067
H -18.154 -36.898 -8.430 0.329 0.087 0.093
H -17.274 -38.372 -7.909 0.328 0.220 0.062
H -15.824 -35.556 -7.067 -0.607 0.328 -1.043
H -14.274 -35.972 -7.970 -0.351 0.319 -0.360
H -15.147 -37.111 -7.054 0.038 -0.254 0.051
H -17.071 -35.163 -9.428 -0.173 0.380 -0.456
H -16.596 -36.127 -10.914 -0.342 -0.025 0.225
H -14.683 -34.332 -9.366 0.693 -0.556 -0.034
H -15.388 -33.927 -10.855 -0.674 0.205 0.036
H -14.642 -35.756 -11.906 0.041 0.052 -0.344
C -12.557 -37.820 -2.444 -0.983 0.369 0.336
C -11.093 -37.558 -2.270 1.410 -1.467 -0.975
O -10.634 -36.879 -1.351 -0.910 2.457 2.595
O -10.396 -38.062 -3.128 0.976 -0.773 -2.395
H -12.964 -38.259 -1.534 -0.354 0.329 0.104
H -12.817 -38.434 -3.307 0.353 -0.043 0.087
H -12.842 -36.787 -2.642 -1.187 0.309 0.190
C -21.014 -27.884 -4.777 -0.710 -0.965 0.064
C -20.053 -26.747 -4.951 -0.893 2.375 -3.704
O -20.046 -26.059 -5.989 -0.885 -1.512 -0.299
O -19.270 -26.460 -4.056 2.732 -0.786 4.556
H -21.515 -27.874 -3.809 0.063 0.194 0.210
H -20.450 -28.815 -4.821 0.181 -0.304 0.045
H -21.787 -27.954 -5.542 0.195 0.364 -0.121
C -19.941 -34.094 -5.717 -0.469 -0.652 0.452
C -18.885 -35.049 -6.202 1.820 -0.440 -0.353
O -18.740 -36.174 -5.669 -0.901 0.362 0.714
O -18.109 -34.631 -7.089 0.401 0.902 -0.700
H -19.647 -33.046 -5.779 0.083 -0.017 -0.067
H -20.139 -34.413 -4.694 -0.480 0.353 0.103
H -20.822 -34.262 -6.337 -0.204 0.122 0.142
C -12.105 -29.096 -7.221 -0.236 0.740 -0.594
C -11.616 -30.131 -6.276 4.425 1.019 -0.069
O -12.351 -30.974 -5.764 -3.800 -2.080 1.321
O -10.373 -30.148 -6.071 -0.823 0.247 -0.104
H -11.555 -29.243 -8.150 -0.407 -0.218 -0.285
H -11.798 -28.080 -6.973 0.035 -0.075 0.458
H -13.190 -29.103 -7.320 -0.014 -0.043 -0.432
```
Forces are in eV/Å.

## Properties
Net charge ... +9
Calculated total energy ... -151617.5246 eV
Spin multiplicity ... 1
HOMO ... -19.2 eV
E_LUMO ... -15.9 eV

Atomic partial charges in e from the Mulliken method, atoms 1 to 5:
1. C -1.4084
2. C -0.2914
3. C -0.5463
4. N 0.4006
5. C -0.8959